[1]
Molecular formula: C4H6OS2
Method: DFT, ωB97M-V/def2-TZVPD

Energy above the lowest of the compared OMol25 structures with the same formula, charge and spin = 488.8 kJ/mol
Orbital gap (spin up / spin down) = 0.2712 / 0.2774 hartree
Largest force on an atom = 3.42 eV/A

Last column: natural (NBO) charge in e.
Element x y z (Å)
C -1.45 0.51 -1.29  0.445
C -1.48 1.86 -0.66  -0.416
C -1.98 -0.60 -0.47  -0.719
C 1.87 1.42 -0.43  -0.466
O -0.91 0.44 -2.40  -0.506
S -1.59 2.62 0.86  0.210
S -0.79 3.38 -0.94  0.260
H -1.67 -1.59 -0.79  0.250
H -3.12 -0.77 -0.44  0.255
H -1.51 -0.54 0.65  0.235
H 0.83 1.69 -0.49  0.146
H 2.12 0.43 -0.15  0.151
H 2.62 1.94 -0.89  0.155

***

[2]
Molecular formula: C24H25IN2O5RuSSi
Method: DFT, ωB97M-V/def2-TZVPD

Energy above the lowest of the compared OMol25 structures with the same formula, charge and spin = 105.7 kJ/mol
Orbital gap (spin up / spin down) = 0.2256 / 0.2211 hartree
Total charge = -1
Spin multiplicity = 2
Largest force on an atom = 1.22 eV/A

Last column: natural (NBO) charge in e.
Element x y z (Å)
Ru 0.24 -0.19 0.19  0.930
C 2.62 3.43 -1.78  -0.648
C 1.46 2.89 -2.56  0.184
N 1.15 3.43 -3.70  -0.407
C 0.12 2.92 -4.42  -0.035
C -0.66 1.89 -4.00  -0.045
C -1.75 1.40 -4.91  -0.085
O -1.37 0.23 -5.65  -0.721
C -0.39 1.28 -2.73  -0.269
C -1.22 0.23 -2.29  0.178
N -1.34 -0.31 -1.12  -0.468
C -2.39 -1.24 -0.90  0.212
C -3.42 -1.47 -1.83  -0.245
C -4.36 -2.47 -1.69  -0.201
C -4.34 -3.30 -0.58  -0.222
C -3.43 -3.02 0.42  -0.224
C -2.49 -2.01 0.26  -0.173
I -1.30 -1.65 1.98  0.399
C 0.75 1.74 -2.02  0.474
O 1.24 1.21 -0.98  -0.589
H 3.02 4.30 -2.28  0.219
H 3.39 2.66 -1.69  0.235
H 2.31 3.68 -0.76  0.235
H -0.07 3.38 -5.38  0.183
H -1.99 2.16 -5.65  0.189
H -2.67 1.20 -4.35  0.155
H -0.83 -0.33 -5.08  0.471
H -1.89 -0.16 -3.05  0.172
H -3.52 -0.82 -2.69  0.210
H -5.11 -2.60 -2.46  0.213
H -5.05 -4.11 -0.47  0.214
H -3.44 -3.59 1.34  0.220
O 3.80 -0.45 2.34  -0.667
C 2.99 -0.84 1.51  0.786
O 1.81 -0.34 1.40  -0.698
C 3.39 -1.99 0.60  -0.220
C 4.64 -2.55 0.88  -0.099
C 5.16 -3.60 0.15  -0.284
C 4.42 -4.12 -0.90  -0.203
C 3.18 -3.60 -1.19  -0.247
C 2.64 -2.53 -0.45  -0.115
S 1.04 -2.05 -1.00  -0.156
H 5.19 -2.11 1.70  0.229
H 6.14 -4.00 0.39  0.198
H 4.82 -4.94 -1.50  0.198
H 2.59 -4.00 -2.01  0.209
C -1.97 3.34 2.73  -1.132
Si -1.86 2.48 1.06  1.925
C -1.67 3.83 -0.25  -1.144
C -3.56 1.70 0.74  -1.143
O -0.69 1.40 1.06  -1.203
H -2.80 4.06 2.75  0.215
H -1.05 3.89 2.94  0.231
H -2.13 2.61 3.53  0.227
H -2.50 4.54 -0.19  0.219
H -1.66 3.40 -1.26  0.226
H -0.73 4.38 -0.11  0.230
H -4.36 2.45 0.83  0.220
H -3.76 0.91 1.47  0.223
H -3.61 1.26 -0.26  0.214

***

[3]
Molecular formula: C6H9N2OS
Method: DFT, ωB97M-V/def2-TZVPD

Energy above the lowest of the compared OMol25 structures with the same formula, charge and spin = 221.4 kJ/mol
Orbital gap = 0.2088 hartree
Total charge = +1
Largest force on an atom = 7.15 eV/A

Last column: natural (NBO) charge in e.
Element x y z (Å)
C -2.06 -1.20 0.05  0.358
C 1.43 -0.61 0.20  0.393
C -0.54 1.05 0.12  -0.512
C -2.01 1.58 -0.16  -0.079
C 0.14 -0.31 -0.06  -0.001
C 2.45 0.44 0.11  -0.682
N -0.83 -1.34 -0.05  -0.454
N -3.03 -2.15 -0.03  -0.821
O 1.83 -1.88 0.13  -0.635
S -3.14 0.39 -0.06  0.530
H 0.13 1.69 -0.39  0.258
H -0.39 1.17 1.11  0.268
H -2.31 2.52 -0.40  0.244
H 2.26 1.16 0.91  0.234
H 2.43 0.93 -0.81  0.242
H 3.41 -0.11 0.21  0.264
H 1.11 -2.51 0.31  0.507
H -2.54 -3.00 -0.41  0.456
H -3.97 -1.89 0.24  0.429

***

[4]
Molecular formula: C2H5NOS
Method: DFT, ωB97M-V/def2-TZVPD

Energy above the lowest of the compared OMol25 structures with the same formula, charge and spin = 223.6 kJ/mol
Orbital gap = 0.3459 hartree
SMILES = [H]/N=C(/C)SO
Largest force on an atom = 4.41 eV/A

Last column: natural (NBO) charge in e.
Element x y z (Å)
H 0.62 1.87 -0.07  0.347
N -0.23 1.30 -0.21  -0.644
C -0.27 0.11 -0.11  0.245
C -1.40 -0.81 -0.09  -0.691
S 1.42 -0.84 0.18  0.398
O 2.44 0.45 0.13  -0.849
H -1.56 -1.06 -1.18  0.252
H -0.85 -1.74 0.37  0.224
H -2.29 -0.52 0.47  0.253
H 2.11 1.23 0.50  0.465

***

[5]
Molecular formula: C5H8N3O
Method: DFT, ωB97M-V/def2-TZVPD

Energy above the lowest of the compared OMol25 structures with the same formula, charge and spin = 598.9 kJ/mol
Orbital gap (spin up / spin down) = 0.2283 / 0.2727 hartree
Total charge = +1
Largest force on an atom = 5.09 eV/A

Last column: natural (NBO) charge in e.
Element x y z (Å)
C 2.43 0.48 -0.54  0.094
C 2.03 -0.93 -0.56  0.130
C -1.77 1.17 -0.33  -0.243
C -1.70 -0.35 -0.50  0.265
C 1.39 -0.03 1.32  0.438
N 2.09 0.93 0.62  -0.466
N 1.43 -1.18 0.59  -0.484
N -0.90 0.43 0.56  -0.445
O -2.61 -1.12 0.04  -0.631
H 2.99 1.17 -1.35  0.267
H 1.78 -1.60 -1.34  0.229
H -1.15 1.78 -1.06  0.252
H -2.63 1.72 0.09  0.260
H -1.00 -0.61 -1.24  0.196
H 1.24 0.06 2.32  0.221
H -1.22 0.12 1.45  0.402
H -2.41 -2.04 -0.06  0.515

***

[6]
Molecular formula: C16H14BClO2Sc
Method: DFT, ωB97M-V/def2-TZVPD

Energy above the lowest of the compared OMol25 structures with the same formula, charge and spin = 0.0 kJ/mol
Orbital gap = 0.2516 hartree
Total charge = -1
Largest force on an atom = 2.43 eV/A

Last column: natural (NBO) charge in e.
Element x y z (Å)
C -0.81 1.07 -2.30  -0.334
C -1.12 -0.15 -2.90  -0.391
C 0.00 -1.04 -2.72  -0.380
H -2.05 -0.38 -3.45  0.252
C 1.01 -0.32 -2.03  -0.297
C 0.53 0.97 -1.79  -0.254
H 1.12 1.85 -1.54  0.243
H -1.37 1.99 -2.26  0.237
H 0.04 -2.08 -3.00  0.249
H 1.97 -0.71 -1.71  0.229
Sc -1.14 -0.75 -0.74  1.132
Cl -3.14 0.25 -0.27  -0.514
C -2.95 -2.62 0.08  -0.370
C -1.76 -3.37 -0.20  -0.396
C -1.69 -3.56 -1.62  -0.359
H -1.12 -3.83 0.56  0.219
C -2.82 -2.93 -2.22  -0.334
C -3.61 -2.36 -1.18  -0.286
H -4.58 -1.87 -1.32  0.217
H -3.34 -2.38 1.07  0.225
H -0.96 -4.20 -2.14  0.204
H -3.11 -2.96 -3.27  0.203
O 1.92 1.33 0.50  -0.711
B 0.67 0.65 0.73  0.579
O 0.42 0.89 2.14  -0.684
C 1.45 1.61 2.67  0.247
C 1.57 2.20 3.91  -0.260
C 2.73 2.95 4.14  -0.240
C 3.67 3.22 3.12  -0.242
C 3.53 2.66 1.84  -0.258
C 2.41 1.86 1.66  0.235
H 0.81 2.06 4.71  0.220
H 2.97 3.24 5.16  0.202
H 4.53 3.88 3.36  0.204
H 4.23 2.85 1.02  0.217

***

- Which of these has the highest largest force on an atom?
  C6H9N2OS